An isolated molecule of C23H19ClN2O7 in a non-equilibrium geometry. Source: the OMol25 dataset; level of theory: ωB97M-V/def2-TZVPD.

ΔE to the lowest compared entry with this formula, charge and spin (kJ/mol): 0.00
SMILES: O=C(CNC(=O)c1ccco1)NCC(=O)OCc1ccc(C(=O)Oc2ccc(Cl)cc2)cc1
Frontier orbital gap (eV): 9.144

Last columns: bonded neighbours and bond lengths (Å).
Element x y z (Å)
1 O 2.1768 1.5622 2.6228  C2 1.211
2 C 3.2164 0.9531 2.4990  O1 1.211, N3 1.351, C38 1.537
3 N 4.3459 1.4619 1.9606  C2 1.351, H4 1.018, C5 1.439
4 H 5.0914 0.8041 1.7410  N3 1.018
5 C 4.2929 2.6812 1.1990  N3 1.439, H6 1.096, H7 1.092, C8 1.525
6 H 3.5697 3.3547 1.6719  C5 1.096
7 H 5.2703 3.1676 1.1834  C5 1.092
8 C 3.8205 2.4609 -0.2346  C5 1.525, O9 1.201, O10 1.334
9 O 3.7250 3.3315 -1.0556  C8 1.201
10 O 3.5283 1.1767 -0.4477  C8 1.334, C11 1.433
11 C 2.9425 0.8327 -1.7094  O10 1.433, C12 1.505, H36 1.095, H37 1.092
12 C 1.4433 0.8602 -1.5754  C11 1.505, C13 1.390, C17 1.390
13 C 0.7603 -0.2591 -1.1137  C12 1.390, C14 1.381, H35 1.080
14 C -0.6059 -0.2170 -0.9172  C13 1.381, C15 1.392, H34 1.079
15 C -1.3074 0.9557 -1.1842  C14 1.392, C16 1.393, C20 1.483
16 C -0.6248 2.0785 -1.6467  C15 1.393, C17 1.381, H19 1.079
17 C 0.7422 2.0324 -1.8352  C12 1.390, C16 1.381, H18 1.080
18 H 1.2746 2.9074 -2.1766  C17 1.080
19 H -1.1845 2.9796 -1.8456  C16 1.079
20 C -2.7747 1.0564 -0.9977  C15 1.483, O21 1.204, O22 1.350
21 O -3.4433 1.9876 -1.3646  C20 1.204
22 O -3.2618 -0.0221 -0.3470  C20 1.350, C23 1.384
23 C -4.6136 -0.1501 -0.0782  O22 1.384, C24 1.388, C28 1.391
24 C -5.6041 0.1888 -0.9898  C23 1.388, C25 1.383, H33 1.078
25 C -6.9324 -0.0169 -0.6624  C24 1.383, C26 1.385, H32 1.078
26 C -7.2628 -0.5648 0.5663  C25 1.385, C27 1.387, Cl31 1.727
27 C -6.2763 -0.9123 1.4771  C26 1.387, C28 1.381, H30 1.078
28 C -4.9507 -0.7023 1.1528  C23 1.391, C27 1.381, H29 1.079
29 H -4.1652 -0.9605 1.8454  C28 1.079
30 H -6.5450 -1.3383 2.4307  C27 1.078
31 Cl -8.9222 -0.8220 0.9691  C26 1.727
32 H -7.7087 0.2469 -1.3629  C25 1.078
33 H -5.3443 0.6163 -1.9444  C24 1.078
34 H -1.1343 -1.0868 -0.5594  C14 1.079
35 H 1.3049 -1.1688 -0.9096  C13 1.080
36 H 3.2832 1.5483 -2.4643  C11 1.095
37 H 3.3116 -0.1688 -1.9419  C11 1.092
38 C 3.3852 -0.5099 2.9388  C2 1.537, N39 1.448, H51 1.093, H52 1.090
39 N 3.3580 -1.3711 1.7754  C38 1.448, C40 1.351, H50 1.008
40 C 4.4272 -1.5058 0.9611  N39 1.351, O41 1.223, C42 1.467
41 O 5.5104 -0.9824 1.1839  C40 1.223
42 C 4.2034 -2.3596 -0.2105  C40 1.467, C43 1.371, O46 1.357
43 C 5.0730 -2.7175 -1.2088  C42 1.371, C44 1.411, H49 1.070
44 C 4.3405 -3.5346 -2.0964  C43 1.411, C45 1.362, H48 1.070
45 C 3.0826 -3.6156 -1.5798  C44 1.362, O46 1.341, H47 1.072
46 O 2.9848 -2.9103 -0.4434  C42 1.357, C45 1.341
47 H 2.2006 -4.1237 -1.9176  C45 1.072
48 H 4.6987 -3.9972 -2.9925  C44 1.070
49 H 6.1000 -2.4256 -1.2799  C43 1.070
50 H 2.4623 -1.7110 1.4631  N39 1.008
51 H 4.3479 -0.6373 3.4403  C38 1.093
52 H 2.5706 -0.7872 3.6073  C38 1.090



An isolated molecule of C23H19ClN4O3 in a non-equilibrium geometry. Source: the OMol25 dataset; level of theory: ωB97M-V/def2-TZVPD.

ΔE to the lowest compared entry with this formula, charge and spin (kJ/mol): 130.19
SMILES: Cc1ccc(C2=NOC(C)(C)C2=O)cc1-c1cnc(NC(=O)c2ccccc2Cl)cn1
Frontier orbital gap (eV): 7.952

Last columns: bonded neighbours and bond lengths (Å).
Element x y z (Å)
1 O -2.0317 3.9456 -5.2227  C8 1.245
2 O 2.8085 -2.5796 4.5587  C9 1.219
3 Cl -0.2579 0.4898 -4.7416  C22 1.733
4 N 3.4950 -0.3012 2.0814  O7 1.441, C10 1.302
5 N -2.0147 0.7314 -0.6235  C12 1.359, C13 1.355
6 N -0.2475 2.8226 -1.3829  C11 1.338, C14 1.339
7 O 4.8400 -0.6408 2.4725  N4 1.441, C31 1.482
8 C -2.0471 2.9343 -4.4961  O1 1.245, C24 1.458, N27 1.382
9 C 3.3381 -1.8205 3.7662  O2 1.219, C10 1.449, C31 1.517
10 C 2.6525 -0.9434 2.8384  N4 1.302, C9 1.449, C23 1.504
11 C -0.0646 2.1266 -0.2555  N6 1.338, C13 1.417, H32 1.077
12 C -2.1651 1.4305 -1.7796  N5 1.359, C14 1.420, H33 1.091
13 C -0.9527 1.0936 0.1354  N5 1.355, C11 1.417, C25 1.495
14 C -1.2658 2.4567 -2.1720  N6 1.339, C12 1.420, N27 1.383
15 C -3.9260 -0.6797 -5.6624  C16 1.408, C17 1.381, H34 1.100
16 C -4.6942 0.4920 -5.5210  C15 1.408, C19 1.391, H35 1.066
17 C -2.5747 -0.6731 -5.3776  C15 1.381, C22 1.398, H36 1.081
18 C 0.1813 -1.3317 3.4941  C21 1.418, C23 1.416, H37 1.086
19 C -4.1127 1.7023 -5.1574  C16 1.391, C24 1.405, H38 1.066
20 C 0.7283 0.0695 1.6283  C23 1.394, C25 1.407, H39 1.080
21 C -1.1952 -1.0707 3.2748  C18 1.418, C26 1.422, H40 1.065
22 C -1.9664 0.5352 -5.0266  Cl3 1.733, C17 1.398, C24 1.410
23 C 1.1710 -0.7557 2.6615  C10 1.504, C18 1.416, C20 1.394
24 C -2.7279 1.7177 -4.9233  C8 1.458, C19 1.405, C22 1.410
25 C -0.6348 0.2726 1.3442  C13 1.495, C20 1.407, C26 1.413
26 C -1.6339 -0.2858 2.1730  C21 1.422, C25 1.413, C28 1.516
27 N -1.3150 3.1790 -3.3502  C8 1.382, C14 1.383, H41 1.017
28 C -3.1276 -0.1109 1.9796  C26 1.516, H42 1.111, H43 1.109, H44 1.063
29 C 5.5866 -1.2162 4.7842  C31 1.519, H45 1.110, H46 1.092, H47 1.110
30 C 5.4897 -2.9736 3.0503  C31 1.547, H48 1.093, H49 1.125, H50 1.083
31 C 4.8312 -1.6637 3.5448  O7 1.482, C9 1.517, C29 1.519, C30 1.547
32 H 0.7537 2.4046 0.3881  C11 1.077
33 H -2.9983 1.1025 -2.4037  C12 1.091
34 H -4.4084 -1.6172 -5.9760  C15 1.100
35 H -5.7546 0.4590 -5.6233  C16 1.066
36 H -2.0604 -1.6210 -5.4478  C17 1.081
37 H 0.4611 -1.9960 4.3061  C18 1.086
38 H -4.6689 2.6033 -5.0345  C19 1.066
39 H 1.4791 0.5045 0.9846  C20 1.080
40 H -1.9001 -1.4716 3.9646  C21 1.065
41 H -0.8260 4.0704 -3.3276  N27 1.017
42 H -3.7342 -0.5343 2.8079  C28 1.111
43 H -3.3187 0.9806 1.9325  C28 1.109
44 H -3.4358 -0.6258 1.1017  C28 1.063
45 H 5.3920 -1.9020 5.6352  C29 1.110
46 H 6.6550 -1.1533 4.5690  C29 1.092
47 H 5.2427 -0.2291 5.1585  C29 1.110
48 H 6.5785 -2.8949 3.1032  C30 1.093
49 H 5.1617 -3.2780 2.0179  C30 1.125
50 H 5.2148 -3.7547 3.7489  C30 1.083